# C15H27N6O2S

A cluster of 3 separate species, C15H27N6O2S in total at a distorted geometry (ωB97M-V/def2-TZVPD, OMol25).

The spin multiplicity is 1. As for the LUMO energy: -3.55 eV. As for the HOMO energy: -12.65 eV. The charge is +1. The total energy comes out at -39853.1585 eV. For the relative energy (zero: lowest compared OMol25 entry of this formula, charge and spin), the calculation gives 73.36 kcal/mol.

The geometry in XYZ format:
```
51
Properties=species:S:1:pos:R:3:lowdin_charge:R:1
O -2.163 -0.595 2.882 0.0290
C -0.936 -0.881 2.898 -0.2396
O -0.362 -1.361 1.697 -0.0839
C 1.054 -1.654 1.822 -0.1951
C 1.525 -3.043 1.185 -0.1512
C 0.596 -3.624 0.021 -0.1529
C 1.234 -3.454 -1.478 -0.0688
N 0.215 -2.635 -2.244 -0.0721
N -1.023 -3.175 -2.501 0.0980
C -1.733 -2.129 -3.185 0.0024
N -0.951 -0.941 -3.386 0.1265
C 0.306 -1.294 -2.747 -0.3139
N 1.405 -0.529 -2.615 -0.3063
S 1.321 1.101 -3.239 0.8136
H -0.414 -0.774 3.906 0.1575
H 1.657 -0.782 1.392 0.1317
H 1.300 -1.703 2.951 0.1262
H 2.604 -2.882 0.808 0.1228
H 1.621 -3.797 2.049 0.1272
H 0.527 -4.771 0.168 0.1205
H -0.501 -3.266 0.062 0.1180
H 2.259 -2.952 -1.461 0.1260
H 1.354 -4.488 -1.948 0.1368
H -1.323 -4.114 -2.213 0.1869
H -2.811 -2.229 -3.526 0.1532
H 2.216 -0.940 -2.141 0.1083
H 0.151 1.603 -2.647 -0.1190
C 1.399 1.818 4.504 -0.1147
C 2.045 1.689 5.879 -0.2653
C 3.573 1.697 5.818 -0.1808
C 4.053 0.539 4.991 -0.2096
N 4.428 -0.371 4.338 0.1195
H 1.657 0.974 3.858 0.0471
H 0.310 1.837 4.596 0.0741
H 1.715 2.741 4.008 0.0834
H 1.697 0.763 6.349 0.1119
H 1.707 2.516 6.510 0.1134
H 3.991 1.615 6.825 0.1178
H 3.936 2.629 5.376 0.1197
C -4.404 3.917 -4.310 -0.1078
C -3.360 2.999 -4.937 -0.2669
C -2.674 2.090 -3.914 -0.1991
C -1.965 2.923 -2.885 -0.2274
N -1.406 3.579 -2.076 0.1447
H -3.955 4.604 -3.588 0.0729
H -4.887 4.525 -5.079 0.0775
H -5.179 3.338 -3.798 0.0792
H -2.612 3.612 -5.450 0.1153
H -3.843 2.379 -5.698 0.1108
H -1.947 1.444 -4.413 0.0866
H -3.407 1.452 -3.414 0.1160
```